(1)
The following is a quantum chemistry calculation of a 2-piece molecular cluster, C29H25F2NO4 overall at a distorted geometry, from OMol25.

Results
**LUMO**: -0.1410 Eh
**HOMO level**: -6.28 eV
**Frontier orbital gap**: 2.4 eV
**E_tot**: -1675.4648 Eh

Element x y z (Å)
C1 1.516 4.355 1.132
C2 0.105 4.447 0.562
C3 -0.437 5.885 0.591
O1 0.084 4.037 -0.816
C4 0.277 2.690 -1.055
O2 0.762 2.338 -2.117
C5 -0.146 1.787 -0.018
C6 0.056 0.345 -0.215
C7 1.483 -0.029 0.155
C8 1.785 -0.333 1.484
C9 3.099 -0.637 1.835
C10 4.107 -0.615 0.861
C11 5.458 -0.959 1.216
N1 6.557 -1.241 1.505
C12 3.803 -0.252 -0.457
C13 2.490 0.058 -0.806
C14 -0.669 2.271 1.219
O3 -1.011 1.549 2.148
O4 -0.808 3.637 1.336
H1 1.885 3.321 1.099
H2 2.181 5.004 0.547
H3 1.505 4.711 2.171
H4 -1.443 5.913 0.165
H5 -0.478 6.255 1.618
H6 0.210 6.543 0.005
H7 -0.650 -0.172 0.447
H8 -0.113 0.137 -1.280
H9 0.980 -0.312 2.228
H10 3.342 -0.892 2.868
H11 4.591 -0.207 -1.210
H12 2.232 0.395 -1.815
C15 -6.868 0.757 6.302
C16 -5.409 0.615 6.089
C17 -4.546 0.669 7.180
F1 -5.112 0.826 8.422
C18 -3.173 0.605 7.082
C19 -2.577 0.417 5.795
C20 -1.191 0.308 5.524
C21 -0.080 0.228 6.399
C22 -0.127 0.257 7.830
C23 1.056 0.303 8.537
F2 1.004 0.432 9.904
C24 2.317 0.220 7.952
C25 3.525 0.251 8.808
C26 2.371 0.102 6.554
C27 1.216 0.114 5.801
C28 -3.464 0.371 4.672
C29 -4.831 0.463 4.818
H13 -7.388 0.711 5.342
H14 -7.265 -0.039 6.946
H15 -7.110 1.717 6.777
H16 -2.573 0.728 7.974
H17 -0.940 0.294 4.461
H18 -1.065 0.246 8.369
H19 4.420 0.144 8.188
H20 3.603 1.198 9.358
H21 3.519 -0.561 9.546
H22 3.347 0.009 6.072
H23 1.269 0.039 4.715
H24 -3.016 0.286 3.682
H25 -5.486 0.427 3.945

(2)
The following is a quantum chemistry calculation of C22H31BrCl2N3O3Y as an isolated structure at a distorted geometry, from OMol25.

Results
**LUMO**: 0.0011 Eh
**HOMO level**: -4.58 eV
**Frontier orbital gap**: 4.6 eV
**E_tot**: -4779.6690 Eh

Element x y z (Å)
O1 -1.040 0.436 -1.093
C1 -1.805 1.095 -1.831
C2 -1.225 1.694 -3.042
C3 0.006 2.370 -2.930
H1 0.404 2.604 -1.937
C4 0.714 2.736 -4.068
H2 1.656 3.274 -3.944
C5 0.195 2.525 -5.354
H3 0.796 2.781 -6.235
C6 -1.047 1.883 -5.499
H4 -1.473 1.742 -6.508
C7 -1.755 1.500 -4.351
H5 -2.744 1.045 -4.456
H6 -3.008 0.983 -1.801
C8 -3.231 3.176 -0.516
C9 -3.263 1.689 -0.504
H7 -3.738 3.636 0.350
H8 -3.608 3.664 -1.428
H9 -2.167 3.446 -0.388
C10 -3.365 0.808 0.500
C11 -3.834 0.967 1.922
H10 -2.957 -0.194 0.328
H11 -4.714 1.613 2.031
H12 -3.030 1.390 2.541
H13 -4.053 -0.019 2.360
Y1 0.851 -0.354 -0.185
Cl1 1.857 1.949 0.197
Cl2 1.029 -1.664 -2.371
H14 4.624 0.439 -2.651
H15 6.040 1.407 -0.901
C12 3.848 0.336 -1.885
C13 5.392 1.061 -0.085
N1 4.483 0.045 -0.610
H16 3.132 -0.449 -2.156
C14 4.095 -0.944 0.216
O2 2.925 -1.401 0.343
H17 5.982 0.638 0.741
H18 4.929 -1.385 0.781
H19 3.307 1.285 -1.832
H20 4.836 1.935 0.294
H21 -1.780 -4.640 2.794
H22 -0.604 -6.121 0.967
C15 -2.012 -3.867 2.051
C16 -1.106 -5.402 0.312
N2 -1.138 -4.073 0.898
H23 -1.876 -2.865 2.474
C17 -0.441 -3.099 0.352
O3 -0.489 -1.897 0.778
H24 -0.562 -5.358 -0.637
H25 0.183 -3.363 -0.517
H26 -3.052 -4.027 1.732
H27 -2.116 -5.790 0.152
Br1 1.780 -2.411 5.445
C18 1.063 -0.919 4.536
C19 0.459 0.132 5.229
C20 -0.088 1.179 4.482
C21 -0.013 1.128 3.076
N3 0.560 0.110 2.408
C22 1.118 -0.886 3.131
H28 0.440 0.105 6.314
H29 -0.577 2.043 4.939
H30 -0.407 1.957 2.467
H31 1.611 -1.678 2.571

(3)
The following is a quantum chemistry calculation of one molecule with the formula C5H4O2 at a distorted geometry, from OMol25.

Results
**LUMO**: -0.0242 Eh
**HOMO level**: -8.66 eV
**Frontier orbital gap**: 8.0 eV
**E_tot**: -343.2064 Eh

Element x y z (Å)
O1 -0.664 2.372 -0.097
C1 -0.420 1.194 -0.061
C2 -1.358 0.006 -0.239
C3 -0.558 -1.296 -0.125
C4 0.783 -0.898 0.125
C5 1.014 0.579 0.186
O2 2.029 1.196 0.378
H1 -2.165 0.023 0.516
H2 -1.882 0.054 -1.209
H3 1.697 -1.624 -0.245
H4 1.525 -1.608 0.771

- The lowest E_tot belongs to which entry?
  C22H31BrCl2N3O3Y

- Look up the HOMO level of the first one.
  -6.28 eV

- Look up the LUMO of the first one.
  -0.1410 Eh